Arrangement A

DFT (ωB97M-V/def2-TZVPD) results for C20H48BF4N4O6 as an isolated structure.

Atoms and positions in Å:
1 B -0.334 0.029 -0.044
2 F -0.919 0.693 -1.138
3 F -0.629 0.623 1.138
4 F -0.687 -1.330 0.113
5 F 1.032 0.156 -0.178
6 C -4.005 0.953 -0.313
7 C -5.397 1.526 -0.033
8 N -6.474 1.980 0.266
9 H -2.992 1.556 0.151
10 H -3.861 -0.028 0.283
11 H -3.795 0.819 -1.337
12 C 1.122 -2.944 -2.492
13 C -0.411 -3.107 -2.601
14 N -1.592 -3.352 -2.627
15 H 1.424 -2.256 -1.572
16 H 1.631 -4.017 -2.553
17 H 1.476 -2.487 -3.305
18 C 3.789 2.236 1.330
19 C 3.368 3.513 0.877
20 N 3.090 4.577 0.620
21 H 4.673 2.079 0.760
22 H 3.818 2.504 2.415
23 H 2.952 1.657 0.921
24 C 1.698 2.567 -2.564
25 C 0.636 3.379 -3.322
26 N -0.152 4.061 -3.851
27 H 1.302 1.787 -2.101
28 H 2.319 2.228 -3.417
29 H 2.130 3.152 -1.913
30 C -2.662 -5.743 1.923
31 C -2.539 -4.422 1.187
32 O -1.310 -3.868 1.467
33 H -3.505 -6.275 1.515
34 H -2.632 -5.610 3.023
35 H -1.541 -6.299 1.790
36 H -3.505 -3.712 1.357
37 H -2.704 -4.384 0.084
38 H -1.041 -2.735 1.038
39 C -3.003 0.065 5.500
40 C -1.871 0.247 4.440
41 O -2.506 -0.064 3.228
42 H -3.089 -0.840 5.587
43 H -3.895 0.526 5.269
44 H -2.552 0.362 6.336
45 H -1.111 -0.525 4.786
46 H -1.343 1.373 4.368
47 H -1.943 0.053 2.640
48 C 5.599 -0.149 -1.654
49 C 4.292 -0.978 -1.488
50 O 3.137 -0.282 -1.871
51 H 5.766 -0.085 -2.843
52 H 6.597 -0.704 -1.479
53 H 5.611 0.761 -1.253
54 H 4.132 -1.118 -0.611
55 H 4.181 -1.976 -2.168
56 H 2.528 -0.241 -1.173
57 C -0.704 5.157 -0.503
58 C -1.055 4.019 0.476
59 O -2.410 4.424 1.010
60 H 0.316 4.940 -0.892
61 H -0.839 6.070 -0.017
62 H -1.465 4.969 -1.256
63 H -0.431 3.885 1.333
64 H -1.429 3.114 0.085
65 H -2.820 3.772 1.710
66 C 2.386 -2.560 3.357
67 C 1.016 -2.042 2.902
68 O 1.155 -0.560 3.074
69 H 3.207 -2.097 2.775
70 H 2.367 -3.823 3.070
71 H 2.474 -2.309 4.335
72 H 0.175 -2.542 3.395
73 H 0.947 -2.298 1.959
74 H 0.673 -0.190 2.124
75 C -0.651 0.639 -5.730
76 C -0.943 -0.177 -4.453
77 O -2.042 0.341 -3.714
78 H -1.261 0.408 -6.339
79 H 0.199 0.149 -6.039
80 H -0.505 1.787 -5.713
81 H 0.120 -0.196 -3.886
82 H -1.030 -1.225 -4.735
83 H -1.738 0.391 -2.846

Calculated values
HOMO level, eV: -6.873
HOMO-LUMO gap, eV: 9.05
Total charge: -1

Arrangement B

DFT (ωB97M-V/def2-TZVPD) results for a 11-piece molecular cluster, C20H48BF4N4O6 overall.

Atoms and positions in Å:
1 B 0.169 24.557 99.536
2 F -0.404 24.231 100.720
3 F 1.276 23.775 99.256
4 F -0.776 24.324 98.476
5 F 0.550 25.872 99.544
6 C -3.622 26.507 99.530
7 C -3.572 27.264 100.863
8 N -3.555 27.825 101.880
9 H -2.811 26.399 98.858
10 H -3.815 25.328 99.736
11 H -4.455 26.631 98.788
12 C -1.069 24.139 103.783
13 C -0.387 24.535 105.109
14 N 0.175 24.949 106.016
15 H -1.828 23.530 104.300
16 H -1.498 24.863 103.284
17 H -0.413 23.424 103.306
18 C 1.969 21.252 100.643
19 C 2.582 19.999 101.393
20 N 3.048 19.006 101.914
21 H 0.826 21.175 100.575
22 H 2.152 22.060 101.423
23 H 2.323 21.197 99.622
24 C -0.315 28.745 101.168
25 C 0.512 28.281 102.312
26 N 1.155 27.775 103.182
27 H -1.272 29.148 101.537
28 H 0.251 29.374 100.762
29 H -0.451 28.046 100.310
30 C -0.458 20.928 95.233
31 C 0.236 22.000 96.142
32 O -0.037 21.741 97.488
33 H 0.193 20.048 95.499
34 H -0.399 21.241 94.054
35 H -1.551 20.765 95.360
36 H -0.254 22.881 95.827
37 H 1.362 22.149 95.924
38 H -0.231 22.517 97.914
39 C 4.062 26.226 99.390
40 C 3.430 27.477 99.973
41 O 2.432 27.924 99.170
42 H 3.467 25.404 99.039
43 H 5.027 25.857 99.956
44 H 4.482 26.642 98.412
45 H 3.982 28.461 100.053
46 H 3.391 27.395 100.948
47 H 1.698 27.315 99.137
48 C 2.234 25.562 94.964
49 C 1.798 25.748 96.406
50 O 0.398 25.882 96.349
51 H 3.220 25.604 95.102
52 H 1.991 26.272 94.317
53 H 1.947 24.469 94.658
54 H 2.053 26.885 96.649
55 H 2.309 25.114 97.233
56 H -0.052 25.767 97.248
57 C -4.138 20.979 100.707
58 C -3.291 22.095 101.039
59 O -1.987 21.804 100.529
60 H -5.325 20.966 100.951
61 H -3.756 20.016 101.002
62 H -4.227 20.748 99.607
63 H -3.375 22.029 102.060
64 H -3.494 23.182 100.889
65 H -1.592 22.585 100.407
66 C -4.427 22.242 97.005
67 C -3.086 23.050 96.925
68 O -3.241 24.360 97.355
69 H -5.176 22.810 96.601
70 H -4.768 22.162 97.955
71 H -4.245 21.195 96.628
72 H -2.425 23.005 95.778
73 H -2.365 22.560 97.595
74 H -2.412 24.617 97.461
75 C 3.728 23.812 104.150
76 C 2.958 24.656 103.092
77 O 3.250 24.133 101.802
78 H 3.566 22.866 104.000
79 H 3.579 24.157 105.075
80 H 4.724 23.905 103.954
81 H 3.282 25.630 102.960
82 H 1.849 24.508 103.167
83 H 2.978 24.792 101.141

Calculated values
HOMO level, eV: -7.255
HOMO-LUMO gap, eV: 9.66
Total charge: -1

Energies, relative to the best one, in kcal/mol: arrangement A 88.4; arrangement B 0.0.

Arrangement A

DFT (ωB97M-V/def2-TZVPD) results for one molecule with the formula C3H4O2S2.

Atoms and positions in Å:
1 C -0.403 0.430 2.133
2 S -0.019 -0.782 0.848
3 C -0.003 0.321 -0.479
4 O -0.168 1.511 -0.412
5 C 0.391 -0.315 -1.834
6 O 0.465 -1.610 -1.778
7 S 0.629 0.617 -3.108
8 H -0.746 -0.170 2.970
9 H -1.275 1.031 1.892
10 H 0.477 0.981 2.419
11 H 0.653 -2.014 -2.651

Calculated values
SMILES: CSC(=O)C(O)=S
HOMO level, eV: -9.227
HOMO-LUMO gap, eV: 8.65
Total charge: 0

Arrangement B

DFT (ωB97M-V/def2-TZVPD) results for one molecule with the formula C3H4O2S2.

Atoms and positions in Å:
1 C 0.121 1.075 -0.781
2 C -0.925 -0.936 -0.046
3 C 0.375 -1.018 0.812
4 O 1.306 3.191 -0.866
5 O -0.750 0.077 -1.002
6 S 1.084 0.708 0.628
7 S 0.191 2.478 -1.533
8 H -1.318 -1.906 -0.424
9 H -1.624 -0.648 0.731
10 H 0.325 -1.322 2.007
11 H 1.215 -1.699 0.475

Calculated values
HOMO level, eV: -8.311
HOMO-LUMO gap, eV: 8.81
Total charge: 0

Arrangement C

DFT (ωB97M-V/def2-TZVPD) results for one molecule with the formula C3H4O2S2.

Atoms and positions in Å:
1 O 0.773 -1.886 0.263
2 C 0.938 -0.680 0.159
3 S 1.960 0.176 -1.188
4 C 0.129 0.277 0.907
5 C -1.001 0.494 -0.188
6 O -1.248 1.761 -0.273
7 S -1.920 -0.853 -1.046
8 H 1.335 1.495 -1.015
9 H -0.513 -0.199 1.846
10 H 0.507 1.241 1.258
11 H -0.959 -1.826 -0.724

Calculated values
SMILES: O=C(S)CC(=O)S
HOMO level, eV: -10.154
HOMO-LUMO gap, eV: 9.85
Total charge: 0

Energies, relative to the best one, in kcal/mol: arrangement A 0.0; arrangement B 45.1; arrangement C 29.3.

Arrangement A

DFT (ωB97M-V/def2-TZVPD) results for C3H9NO4 as an isolated structure.

Atoms and positions in Å:
1 C 1.248 -0.065 0.076
2 C -1.182 0.392 0.136
3 C -0.372 -0.738 0.563
4 N -1.523 0.498 -1.190
5 O 1.338 -0.112 -1.309
6 O 2.126 -0.960 0.684
7 O 1.588 1.255 0.440
8 O -2.407 -0.474 1.098
9 H 1.971 0.564 -1.594
10 H 3.014 -0.851 0.307
11 H 1.596 1.308 1.403
12 H -2.864 -1.058 0.479
13 H -1.063 1.319 0.697
14 H -0.934 0.022 -1.859
15 H -1.920 1.378 -1.483
16 H -0.397 -1.613 -0.075
17 H -0.219 -0.866 1.625

Calculated values
HOMO level, eV: -8.604
HOMO-LUMO gap, eV: 9.09
Total charge: 0

Arrangement B

DFT (ωB97M-V/def2-TZVPD) results for a 2-piece molecular cluster, C3H9NO4 overall.

Atoms and positions in Å:
1 C 1.106 -1.871 -0.388
2 C 1.257 -0.386 -0.320
3 O 1.381 0.382 -1.236
4 O 1.345 0.029 1.003
5 N 1.637 1.409 1.203
6 H 0.041 -2.089 -0.450
7 H 1.580 -2.251 -1.288
8 H 1.497 -2.343 0.508
9 H 2.608 1.460 1.508
10 H 1.560 1.841 0.276
11 O -1.861 -0.599 -0.507
12 C -1.631 0.717 -0.089
13 O -2.810 1.392 0.226
14 H -2.355 -0.576 -1.337
15 H -1.153 1.316 -0.873
16 H -0.950 0.626 0.806
17 H -3.252 0.943 0.957

Calculated values
SMILES: CC(=O)ON.OCO
HOMO level, eV: -10.010
HOMO-LUMO gap, eV: 10.81
Total charge: 0

Arrangement C

DFT (ωB97M-V/def2-TZVPD) results for a 3-piece molecular cluster, C3H9NO4 overall.

Atoms and positions in Å:
1 C -1.885 -0.242 1.278
2 C -0.532 0.300 1.230
3 O -0.407 1.451 1.626
4 N 0.466 -0.219 0.350
5 C 0.725 -1.623 0.044
6 O 1.863 -1.983 0.180
7 H -2.331 -0.541 2.199
8 H -2.575 0.666 0.990
9 H -2.087 -1.129 0.570
10 H 1.342 0.351 0.415
11 H -0.248 -2.147 -0.167
12 O 3.597 0.616 -0.081
13 H 3.013 1.160 -0.646
14 H 3.880 -0.004 -0.722
15 O -2.052 1.025 -2.609
16 H -1.547 1.850 -2.117
17 H -1.221 0.469 -2.539

Calculated values
SMILES: CC(=O)NC=O.O.O
HOMO level, eV: -10.367
HOMO-LUMO gap, eV: 10.50
Total charge: 0

Energies, relative to the best one, in kcal/mol: arrangement A 23.9; arrangement B 9.5; arrangement C 0.0.

Arrangement A

DFT (ωB97M-V/def2-TZVPD) results for a 2-piece molecular cluster, C3H9N4O overall.

Atoms and positions in Å:
1 C -1.763 -0.547 0.179
2 C 0.429 -0.781 -0.720
3 C -1.464 1.741 -0.254
4 N -0.500 -0.843 0.019
5 N -2.169 0.690 -0.131
6 N -2.636 -1.485 0.453
7 N 3.220 -0.348 0.356
8 O -0.252 1.870 0.203
9 H 0.371 -0.791 -1.811
10 H 1.550 -0.742 -0.454
11 H -1.865 2.681 -0.764
12 H -2.406 -2.500 0.626
13 H -3.506 -1.154 0.922
14 H 3.018 0.520 0.905
15 H 3.945 -0.045 -0.277
16 H 3.838 -0.907 0.877
17 H 0.190 2.642 -0.128

Calculated values
HOMO level, eV: -13.352
HOMO-LUMO gap, eV: 9.46
Total charge: +1

Arrangement B

DFT (ωB97M-V/def2-TZVPD) results for a 2-piece molecular cluster, C3H9N4O overall.

Atoms and positions in Å:
1 C -1.346 0.802 -2.661
2 C -0.876 -1.552 1.722
3 C 0.174 -0.526 1.195
4 N -1.358 1.094 -1.481
5 N -0.804 0.778 -0.354
6 N 0.064 -0.110 -0.209
7 N 1.862 0.778 -0.872
8 O -1.595 0.723 -3.753
9 H -1.865 -1.197 1.562
10 H -0.659 -2.611 1.253
11 H -0.613 -1.836 2.669
12 H 0.101 0.337 1.926
13 H 1.105 -0.966 1.460
14 H 1.827 1.711 -1.252
15 H -0.887 1.544 0.298
16 H 2.442 0.976 -0.089
17 H 2.427 0.053 -1.415

Calculated values
HOMO level (alpha / beta), eV: -14.329 / -14.328
HOMO-LUMO gap (alpha / beta), eV: 9.15 / 9.15
Total charge: +1

Energies, relative to the best one, in kcal/mol: arrangement A 0.0; arrangement B 70.6.